(i)
ORCA calculation (the ωB97M-V functional and the def2-TZVPD basis) on a single C3H4ClNO2 molecule.

Output
Spin multiplicity   1
Structure (SMILES)   [O-]/[N+](O)=C/C=C/Cl
Kohn-Sham gap   9.26 eV
HOMO energy   -8.78 eV

Geometry (Å):
O: -0.065 -2.590 -0.938
N: -0.124 -1.433 -0.698
O: -0.901 -0.674 -1.635
C: 0.475 -0.797 0.252
C: 0.298 0.736 0.290
C: 0.216 1.579 1.302
Cl: -0.320 3.146 0.882
H: -1.201 -1.283 -2.251
H: 0.896 -1.429 1.032
H: 0.384 1.369 -0.663
H: 0.342 1.378 2.428



(ii)
ORCA calculation (the ωB97M-V functional and the def2-TZVPD basis) on 2 unconnected molecules or ions with the total composition C3H4ClNO2.

Output
Spin multiplicity   1
Kohn-Sham gap (spin up / spin down)   8.25 / 7.85 eV
HOMO energy (spin up / spin down)   -7.66 / -7.28 eV

Geometry (Å):
C: -2.387 1.419 -1.684
C: 1.935 -1.702 0.932
C: 0.475 0.080 1.165
N: -1.267 1.687 -1.970
O: -3.360 1.355 -1.043
O: 1.514 -0.533 1.368
Cl: -0.980 -0.363 0.364
H: 1.431 -2.570 0.552
H: 2.910 -1.928 1.435
H: 0.486 1.042 1.716
H: -0.757 1.512 -2.835



Which is most stable? The ranking, best first, is (ii), (i).



(i)
ORCA calculation (the ωB97M-V functional and the def2-TZVPD basis) on a molecular structure, C8H32O8.

Output
Spin multiplicity   1
Kohn-Sham gap   8.40 eV
HOMO energy   -8.27 eV

Geometry (Å):
C: 8.396 6.552 12.931
O: 9.056 7.029 11.777
H: 7.354 6.336 12.693
H: 8.844 5.618 13.269
H: 8.405 7.335 13.689
H: 8.795 6.515 11.010
C: 12.400 10.275 12.197
O: 11.853 9.336 11.346
H: 12.408 10.004 13.252
H: 13.453 10.469 11.992
H: 11.879 11.219 12.041
H: 11.097 8.865 11.705
C: 9.044 9.524 13.323
O: 7.978 10.496 13.548
H: 8.941 9.015 12.364
H: 10.026 9.993 13.382
H: 9.044 8.798 14.135
H: 7.140 10.033 13.471
C: 11.225 7.166 12.552
O: 10.448 8.322 12.256
H: 12.221 7.381 12.940
H: 10.594 6.527 13.171
H: 11.378 6.619 11.622
H: 9.654 7.969 11.846
C: 10.584 6.808 15.438
O: 11.270 5.606 15.711
H: 9.531 6.624 15.228
H: 10.696 7.504 16.270
H: 10.987 7.198 14.504
H: 12.201 5.817 15.618
C: 10.253 4.831 10.165
O: 11.474 4.940 10.881
H: 9.694 3.959 10.503
H: 9.668 5.740 10.309
H: 10.545 4.719 9.121
H: 12.066 5.497 10.370
C: 14.298 8.903 12.951
O: 14.187 9.735 14.070
H: 15.013 8.122 13.210
H: 13.323 8.489 12.696
H: 14.619 9.468 12.075
H: 14.898 10.374 13.982
C: 13.729 7.144 10.800
O: 14.633 6.917 11.852
H: 13.369 8.167 10.686
H: 14.070 6.794 9.826
H: 12.839 6.626 11.157
H: 15.421 7.455 11.748



(ii)
ORCA calculation (the ωB97M-V functional and the def2-TZVPD basis) on 8 unconnected molecules or ions with the total composition C8H32O8.

Output
Spin multiplicity   1
Structure (SMILES)   CO.CO.CO.CO.CO.CO.CO.CO
Kohn-Sham gap   10.56 eV
HOMO energy   -10.21 eV

Geometry (Å):
C: -1.446 -6.555 1.894
O: -1.617 -7.854 2.358
H: -2.212 -5.841 2.199
H: -0.501 -6.134 2.237
H: -1.469 -6.535 0.804
H: -2.243 -8.267 1.758
C: -1.220 -2.991 8.081
O: -1.989 -2.104 7.298
H: -1.811 -3.231 8.966
H: -0.922 -3.862 7.498
H: -0.366 -2.410 8.431
H: -1.593 -1.244 7.454
C: -0.236 4.884 -4.767
O: -1.523 4.258 -4.780
H: 0.215 5.121 -5.731
H: -0.328 5.829 -4.231
H: 0.513 4.249 -4.295
H: -2.159 4.944 -4.997
C: -6.059 -0.124 -7.180
O: -6.943 -1.097 -7.815
H: -5.280 0.028 -7.926
H: -6.534 0.848 -7.047
H: -5.596 -0.516 -6.274
H: -7.829 -0.987 -7.463
C: 1.504 -2.120 -6.155
O: 1.515 -2.969 -5.064
H: 0.642 -1.453 -6.157
H: 2.394 -1.491 -6.128
H: 1.399 -2.689 -7.078
H: 1.539 -2.434 -4.267
C: 5.770 -0.217 4.434
O: 6.592 -1.334 4.392
H: 5.154 -0.280 5.330
H: 6.254 0.760 4.448
H: 5.042 -0.141 3.626
H: 6.147 -2.078 3.980
C: -0.886 0.564 0.626
O: -1.033 0.102 -0.717
H: -1.796 1.047 0.982
H: -0.623 -0.304 1.231
H: -0.052 1.244 0.801
H: -1.224 0.826 -1.318
C: 3.337 7.017 3.759
O: 4.165 6.974 2.611
H: 2.343 6.622 3.549
H: 3.814 6.329 4.457
H: 3.379 8.018 4.189
H: 3.769 7.599 2.000



Which is most stable? The ranking, best first, is (ii), (i).



(i)
ORCA calculation (the ωB97M-V functional and the def2-TZVPD basis) on a gas-phase ion, C6H14NO (charge +1).

Output
Spin multiplicity   1
Structure (SMILES)   C=CCC[C@@H]([NH3+])CO
Kohn-Sham gap   10.06 eV
Net charge   +1
HOMO energy   -13.42 eV

Geometry (Å):
C: 1.477 1.760 -0.917
C: 0.598 2.193 -0.021
C: 0.054 1.453 1.216
C: 0.272 -0.042 1.122
C: -0.737 -0.813 0.286
N: -1.122 -0.162 -1.048
C: -0.159 -2.273 0.065
O: -0.714 -2.890 -1.016
H: 1.685 2.300 -1.830
H: 1.961 0.844 -0.650
H: 0.283 3.230 0.171
H: 0.579 1.969 2.052
H: -0.895 1.982 1.472
H: 1.275 -0.373 0.767
H: 0.372 -0.585 2.049
H: -1.600 -0.767 0.958
H: -0.356 -0.163 -1.712
H: -1.428 0.787 -0.862
H: -1.948 -0.582 -1.505
H: -0.328 -2.717 1.078
H: 0.932 -2.176 0.147
H: -0.200 -2.973 -1.823



(ii)
ORCA calculation (the ωB97M-V functional and the def2-TZVPD basis) on 2 unconnected molecules or ions with the total composition C6H14NO.

Output
Spin multiplicity   1
Kohn-Sham gap   9.88 eV
Net charge   +1
HOMO energy   -13.34 eV

Geometry (Å):
C: -1.093 -0.087 -1.676
C: 1.472 -0.960 -1.007
C: 0.590 -1.427 1.410
C: -1.832 -0.622 0.715
C: 1.907 3.243 1.243
C: 0.371 -0.974 -0.057
N: -0.855 -0.607 -0.305
O: 1.658 2.301 0.567
H: -0.333 0.620 -2.063
H: -2.084 0.418 -1.754
H: 1.949 0.045 -0.613
H: 1.078 -0.775 -1.922
H: 2.257 -1.655 -0.913
H: -0.078 -2.170 1.807
H: 0.141 -0.529 1.965
H: 1.631 -1.501 1.496
H: -2.870 -0.509 0.167
H: -1.576 0.212 1.450
H: -2.002 -1.660 1.114
H: -1.082 -0.986 -2.248
H: 1.834 4.286 0.825
H: 2.580 3.326 2.159



Which is most stable? The ranking, best first, is (i), (ii).



(i)
ORCA calculation (the ωB97M-V functional and the def2-TZVPD basis) on 15 unconnected molecules or ions with the total composition H29O15.

Output
Spin multiplicity   1
Kohn-Sham gap   8.05 eV
Net charge   -1
HOMO energy   -6.04 eV

Geometry (Å):
O: -1.786 -2.083 1.555
H: -1.337 -1.980 2.471
H: -2.014 2.605 4.790
O: -0.226 0.034 1.710
H: 0.293 -0.869 1.527
H: -0.052 0.803 1.125
O: -1.692 2.525 3.879
H: 2.056 -3.571 0.349
H: -0.387 -1.536 -0.917
O: 1.491 3.369 -2.222
H: 3.534 -2.653 -0.208
H: 1.225 3.134 -3.108
O: 2.887 -2.549 3.294
H: 2.043 -2.049 3.204
H: 3.576 -0.940 -2.498
O: -4.039 -0.263 -1.522
H: 0.500 -0.660 -3.748
H: -4.381 -0.583 -2.351
O: 1.748 -2.845 0.860
H: 2.961 -2.881 2.410
H: 0.624 -2.158 0.320
O: 1.651 0.752 -0.308
H: 2.501 0.248 -0.201
H: -1.144 -1.647 0.912
O: 4.146 -2.056 0.188
H: 3.871 -1.758 1.084
H: -0.868 2.037 3.778
O: -0.072 -0.862 -4.501
H: 1.169 2.674 -1.681
O: -2.110 4.894 0.964
H: -1.392 4.624 1.494
H: -0.846 -0.394 -4.196
O: -0.364 1.981 -3.587
H: -1.253 1.802 -3.359
H: -0.075 2.456 -2.716
O: 2.811 -0.328 -2.756
H: 2.648 0.303 -2.070
H: 0.910 0.058 0.016
O: 0.147 -1.329 -0.166
H: -4.538 0.590 -1.523
H: -2.869 4.332 1.166
O: -4.427 -1.203 2.520
H: -3.985 -1.023 1.702
H: -3.857 -0.839 3.188



(ii)
ORCA calculation (the ωB97M-V functional and the def2-TZVPD basis) on 15 unconnected molecules or ions with the total composition H29O15.

Output
Spin multiplicity   1
Kohn-Sham gap   9.51 eV
Net charge   -1
HOMO energy   -6.95 eV

Geometry (Å):
O: -0.756 -1.553 2.596
H: -0.108 -2.081 2.150
H: 2.864 0.002 -1.267
O: -1.719 0.533 0.175
H: -1.572 1.384 0.585
H: -2.291 -1.151 0.349
O: 2.602 -0.926 -1.365
H: 0.410 0.729 1.947
H: -1.011 1.600 -3.730
O: 0.787 -1.578 -3.880
H: 0.726 -5.157 0.035
H: 0.680 -1.237 -2.998
O: -3.238 0.517 -1.865
H: -4.160 0.671 -1.663
H: -0.656 -2.233 -1.746
O: 2.228 1.669 -0.580
H: 5.141 -0.397 0.328
H: 1.611 1.227 0.040
O: 0.650 0.475 1.062
H: -2.692 0.626 -1.014
H: -0.240 0.397 0.542
O: -1.322 3.146 3.125
H: -1.104 2.207 3.100
H: -1.402 -1.201 1.966
O: 0.664 -4.759 0.899
H: 0.478 -3.823 0.767
H: 1.677 -0.988 -1.101
O: 5.114 0.383 -0.241
H: 1.671 -1.955 -3.860
O: 0.062 4.892 -1.005
H: -0.852 4.674 -0.935
H: 4.322 0.092 -0.727
O: -0.480 -0.711 5.564
H: -0.469 -1.667 5.497
H: -0.544 -0.565 4.608
O: -0.253 -2.117 -0.875
H: -0.748 -1.357 -0.558
H: -0.908 3.393 2.289
O: -1.738 2.027 -4.202
H: 2.504 2.525 -0.255
H: 0.204 5.412 -1.790
O: -2.437 -2.041 0.661
H: -2.042 1.239 -4.667
H: -3.234 -1.972 1.188



Which is most stable? The ranking, best first, is (ii), (i).



(i)
ORCA calculation (the ωB97M-V functional and the def2-TZVPD basis) on a gas-phase ion, C7H9N2OS (charge +1).

Output
Spin multiplicity   1
Structure (SMILES)   C/C=C1/SC=C[C@H]1ON=C=[NH2+]
Kohn-Sham gap (spin up / spin down)   7.42 / 7.42 eV
Net charge   +1
HOMO energy (spin up / spin down)   -12.20 / -12.20 eV

Geometry (Å):
C: -1.274 0.761 1.618
C: 0.151 0.680 1.307
C: 0.474 0.806 0.027
S: 2.131 0.837 -0.596
C: 1.573 0.964 -2.254
C: 0.233 0.928 -2.388
C: -0.446 0.615 -1.095
O: -1.140 -0.669 -1.095
N: -0.626 -1.579 -0.357
C: 0.191 -1.718 0.471
N: 0.801 -2.504 1.271
H: -1.425 0.794 2.789
H: -1.680 1.682 1.123
H: -2.027 0.052 1.231
H: 0.862 0.686 2.138
H: 2.265 1.122 -3.142
H: -0.478 1.086 -3.257
H: -1.309 1.423 -1.043
H: 0.856 -2.407 2.286
H: 0.867 -3.559 0.969



(ii)
ORCA calculation (the ωB97M-V functional and the def2-TZVPD basis) on a gas-phase ion, C7H9N2OS (charge +1).

Output
Spin multiplicity   1
Structure (SMILES)   C[C@@H]([NH3+])c1noc2ccsc12
Kohn-Sham gap   9.06 eV
Net charge   +1
HOMO energy   -12.59 eV

Geometry (Å):
C: -1.265 -1.226 0.485
C: -0.800 -0.139 -0.464
N: -1.831 1.062 -0.695
C: 0.431 0.493 -0.031
N: 0.519 1.801 0.119
O: 1.758 2.240 0.179
C: 2.542 1.149 0.007
C: 3.912 0.889 -0.011
C: 4.201 -0.407 -0.183
S: 2.764 -1.451 -0.194
C: 1.733 -0.034 -0.003
H: -1.524 -0.689 1.529
H: -2.162 -1.828 0.060
H: -0.367 -1.911 0.583
H: -0.663 -0.572 -1.534
H: -1.970 1.422 -1.719
H: -1.422 1.863 -0.211
H: -2.831 1.035 -0.203
H: 4.722 1.574 -0.195
H: 5.256 -0.784 -0.034



Which is most stable? The ranking, best first, is (ii), (i).